Computed, not measured: a molecular structure, C14H20CdF4N3, with ωB97M-V with the def2-TZVPD basis set.

**HOMO**: -2.59 eV
**Relative energy (zero: lowest compared OMol25 entry of this formula, charge and spin)**: 6.98 kcal per mole
**Total charge**: -1
**Electronic energy**: -1276.863743 hartree
**Gap between HOMO and LUMO**: 5.71 eV

CARTESIAN COORDINATES (ANGSTROEM)
Cd (-0.03, -0.36, -0.46)
C (2.62, 0.81, 0.76)
N (2.40, -0.48, 0.13)
C (3.32, -0.66, -0.97)
C (2.42, -1.60, 1.05)
C (1.37, -1.47, 2.14)
N (0.03, -1.33, 1.56)
C (-0.99, -1.01, 2.39)
C (-2.31, -1.02, 1.86)
F (-2.48, -1.39, 0.58)
C (-3.42, -0.70, 2.59)
F (-4.63, -0.73, 1.98)
C (-3.36, -0.37, 3.94)
C (-2.10, -0.40, 4.49)
F (-1.96, -0.11, 5.81)
C (-0.96, -0.71, 3.78)
F (0.20, -0.73, 4.49)
H (3.59, 0.86, 1.29)
H (2.57, 1.59, -0.01)
H (1.83, 1.03, 1.48)
H (4.37, -0.69, -0.64)
H (3.10, -1.60, -1.49)
H (3.20, 0.16, -1.68)
H (2.21, -2.50, 0.47)
H (3.41, -1.72, 1.52)
H (1.44, -2.38, 2.75)
H (1.64, -0.64, 2.80)
H (-4.24, -0.11, 4.51)
C (-0.11, 0.30, -3.99)
C (-0.76, 1.24, -2.95)
C (-0.59, 2.69, -3.47)
C (-2.27, 0.93, -2.92)
N (-0.13, 1.20, -1.67)
H (-0.47, 0.48, -5.01)
H (-0.32, -0.73, -3.72)
H (0.97, 0.45, -3.96)
H (-1.07, 2.84, -4.45)
H (0.47, 2.92, -3.56)
H (-1.03, 3.38, -2.75)
H (-2.76, 1.08, -3.89)
H (-2.75, 1.58, -2.18)
H (-2.42, -0.11, -2.61)